Entry 1:
{"formula": "C16H13F5N5O2RhS", "method": "ωB97M-V/def2-TZVPD", "e_above_lowest_kcal_mol": 51.01, "energy_ha": -2049.56403, "multiplicity": 5, "orbital_gap_ha": [0.23031, 0.22713], "s_squared": 6.036, "elements": ["C", "H", "Rh", "H", "F", "C", "N", "N", "C", "H", "H", "H", "F", "C", "C", "H", "H", "C", "C", "C", "C", "H", "F", "O", "H", "N", "H", "N", "O", "C", "C", "C", "C", "C", "N", "F", "H", "C", "H", "C", "F", "S", "H"], "positions_angstrom": [[-1.34461, 4.10181, -3.58611], [-3.23360, 0.33432, -2.06187], [-0.27144, 0.40122, -0.61264], [-3.42106, -0.26991, -0.43540], [-1.62700, 5.13345, -4.38154], [-1.52265, 2.80736, -4.03528], [0.60671, -1.03863, 0.66872], [-1.37783, -2.34072, 3.33504], [4.21592, -0.29402, -2.33830], [4.39137, -1.58039, -0.64130], [3.68533, 1.08330, -3.94644], [-3.82684, -1.34404, -1.80002], [-0.66125, 5.56890, -1.88306], [-0.93113, -1.49103, 2.32800], [-0.85498, 4.31895, -2.30836], [-0.15442, -3.41158, -0.70843], [2.42983, -2.01472, 0.94990], [-0.33596, -2.90196, -1.65107], [1.86937, -1.32017, 0.33796], [-1.73290, -1.01498, -1.42123], [-0.56408, 3.23432, -1.50108], [-0.70425, -3.06685, 3.53688], [-1.97330, 2.58815, -5.27447], [-2.17212, 1.89550, 0.81279], [-1.70346, -1.86790, 4.16587], [1.60203, 0.14237, -1.49438], [0.42005, -2.14560, -1.83437], [-1.39644, 0.93208, 1.03519], [-1.64464, -2.28319, -1.57531], [2.42554, -0.70857, -0.78469], [2.08375, 0.76057, -2.59094], [3.75871, -0.91999, -1.21915], [-1.21713, 1.75378, -3.18896], [-3.14855, -0.56413, -1.45316], [0.18094, -1.73285, 1.76116], [-1.36767, 0.50900, -3.70658], [1.40294, 1.42455, -3.10286], [3.35634, 0.57083, -3.05523], [-0.38934, -3.61344, -2.46968], [-0.75647, 1.92092, -1.89767], [-0.05358, 3.49854, -0.28846], [-2.18744, -0.29288, 2.01007], [5.23196, -0.45243, -2.67516]], "atomic_forces_ev_per_a": [[0.006, 0.010, 0.019], [0.007, 0.001, 0.005], [0.036, -0.336, -0.092], [-0.003, 0.010, -0.005], [0.000, 0.005, -0.003], [0.004, -0.007, 0.002], [-0.079, 0.085, -0.063], [0.041, -0.002, -0.003], [0.016, -0.005, 0.000], [0.004, 0.000, -0.006], [-0.011, 0.006, -0.001], [0.005, 0.001, -0.002], [0.002, 0.005, 0.006], [-0.117, 0.114, -0.020], [-0.007, -0.003, -0.028], [-0.005, 0.018, 0.008], [0.008, 0.004, -0.007], [0.000, -0.044, 0.072], [0.018, 0.010, 0.003], [-0.104, 0.091, 0.302], [0.000, 0.035, -0.012], [0.000, 0.003, 0.000], [-0.004, -0.004, -0.007], [-0.047, 0.070, 0.031], [-0.016, -0.009, -0.004], [-0.039, 0.088, 0.143], [-0.003, 0.014, -0.018], [0.119, 0.106, -0.135], [0.126, 0.065, -0.256], [-0.015, -0.028, -0.003], [0.044, 0.029, -0.039], [-0.004, 0.000, -0.010], [-0.013, -0.012, -0.036], [-0.029, -0.060, 0.007], [0.084, -0.127, 0.045], [0.001, 0.008, -0.006], [-0.019, -0.004, 0.022], [0.003, -0.016, 0.016], [-0.021, -0.003, 0.003], [-0.020, -0.006, 0.030], [0.006, -0.021, 0.009], [0.028, -0.090, 0.026], [-0.001, -0.002, 0.003]], "lowdin_spin": [0.006, 0.001, 1.354, 0.002, 0.002, -0.001, 0.242, 0.039, 0.060, 0.000, 0.007, 0.004, 0.000, 0.078, 0.000, 0.000, 0.009, 0.008, 0.162, 0.164, 0.012, 0.001, -0.001, 0.598, 0.004, 0.209, 0.002, 0.550, 0.028, 0.114, 0.035, 0.052, 0.003, 0.024, -0.014, 0.006, 0.000, 0.105, 0.000, 0.013, 0.011, 0.110, 0.001]}



Entry 2:
{"formula": "C16H14BBrO2Y", "method": "ωB97M-V/def2-TZVPD", "e_above_lowest_kcal_mol": 43.43, "energy_ha": -3405.78793, "total_charge": -1, "orbital_gap_ha": [0.16750, 0.16747], "elements": ["H", "O", "C", "Br", "H", "B", "C", "C", "H", "C", "C", "H", "C", "C", "O", "C", "C", "C", "H", "H", "H", "H", "H", "Y", "H", "C", "C", "C", "C", "C", "H", "H", "H", "C", "H"], "positions_angstrom": [[-3.48694, 4.12203, -2.54843], [1.57549, -1.70175, 2.19911], [-4.71240, 2.42830, 0.09078], [-0.39625, 2.90975, 0.18223], [0.08855, -2.72002, -1.01160], [1.76307, -0.69499, 1.18171], [-0.26818, -0.80917, -2.11201], [3.13530, -2.65345, 3.89100], [5.68799, -0.00619, 2.64856], [1.46926, -0.97678, -0.40352], [4.50621, -2.83169, 4.13811], [2.36327, -1.58343, -0.54093], [4.96431, -0.77998, 2.90417], [0.25633, -1.65856, -1.09917], [3.01604, 0.04039, 1.53719], [2.72037, -1.71354, 2.95956], [1.42295, 0.35648, -1.09961], [0.43607, 0.42459, -2.06857], [2.39608, -3.26574, 4.40000], [-4.94826, 2.26340, 1.13656], [-5.67772, 0.67886, -0.94274], [0.27100, 1.28351, -2.73645], [-3.62640, 4.40028, 0.13603], [-0.70905, 0.36327, 0.05956], [2.05964, 1.13695, -0.74216], [-3.94010, 3.41472, -1.86174], [-5.09298, 1.59254, -1.00452], [-4.01122, 3.55922, -0.43744], [5.42260, -1.90813, 3.62333], [-4.61480, 2.20517, -2.21731], [-0.96791, -1.07359, -2.93113], [4.85823, -3.70041, 4.71454], [6.49769, -2.11046, 3.78418], [3.62452, -0.72359, 2.50188], [-4.77617, 1.83458, -3.22569]], "atomic_forces_ev_per_a": [[-0.013, -0.092, 0.058], [0.363, 0.581, 0.033], [0.484, 0.369, -0.830], [0.179, 0.711, 0.296], [-0.231, -0.010, 0.093], [0.952, -0.356, 2.442], [0.083, 0.440, -0.843], [-0.381, -0.438, 0.068], [-0.299, -0.195, -0.319], [-2.578, 1.045, -1.738], [-0.018, 0.473, -0.050], [0.554, -0.081, 0.422], [0.227, -0.028, -0.100], [0.845, 0.476, 0.822], [-1.009, -0.909, -0.451], [1.233, 0.312, -0.568], [0.587, -0.529, 0.118], [0.048, -0.190, -1.933], [0.108, -0.275, -0.385], [-0.041, 0.006, -0.055], [0.056, 0.100, 0.003], [-0.066, -0.582, 0.475], [0.006, -0.245, -0.097], [0.264, -0.759, 0.594], [0.143, 0.542, -0.205], [-0.675, -0.643, 0.963], [0.718, 0.635, -0.550], [-0.397, -0.716, -0.721], [-0.321, -0.119, 0.185], [0.079, 0.232, 1.187], [0.393, 0.172, 0.978], [-0.283, 0.580, -0.189], [-0.709, 0.542, -0.083], [-0.352, -1.057, 0.246], [0.054, 0.008, 0.132]], "nbo_charge": [0.183, -0.674, -0.385, -0.568, 0.225, 0.862, -0.372, -0.279, 0.222, -0.616, -0.236, 0.310, -0.265, -0.488, -0.653, 0.293, -0.440, -0.331, 0.216, 0.181, 0.179, 0.258, 0.187, 1.545, 0.243, -0.350, -0.382, -0.354, -0.230, -0.372, 0.250, 0.212, 0.212, 0.239, 0.180]}



Entry 3:
{"formula": "C16H14BCl5N6Ti", "method": "ωB97M-V/def2-TZVPD", "e_above_lowest_kcal_mol": 0.00, "energy_ha": -4121.99060, "multiplicity": 3, "orbital_gap_ha": [0.26331, 0.32548], "s_squared": 2.005, "elements": ["H", "H", "B", "N", "C", "C", "C", "Ti", "N", "N", "C", "C", "Cl", "C", "H", "C", "H", "H", "H", "C", "C", "C", "H", "N", "H", "H", "N", "Cl", "C", "C", "C", "N", "H", "Cl", "C", "C", "H", "H", "Cl", "H", "H", "Cl", "C"], "positions_angstrom": [[-2.44888, -3.22624, 2.93871], [-2.05199, -1.79720, 1.87878], [0.81814, 0.78357, -2.77181], [0.29403, 1.74265, -0.41192], [2.50746, -1.78049, -0.68885], [-2.51289, -0.68428, -2.61189], [0.85257, -0.49281, 4.74387], [-0.15318, -0.13100, 0.04830], [1.51383, -0.84098, -0.87274], [1.68615, -0.34686, -2.17196], [0.02170, -0.01653, 2.42750], [0.81867, 3.24328, -1.98833], [-2.25272, 1.26020, 1.96582], [-1.07597, 0.59970, 3.04419], [1.09579, 3.57131, -2.97473], [0.27288, 2.99581, 0.16783], [-3.23557, -0.57761, -4.73320], [-1.04682, -3.21659, 1.75787], [0.02241, 3.13015, 1.20552], [-1.26415, 0.68743, 4.46042], [2.69880, -0.99314, -2.77045], [-2.46158, -0.41926, -3.98267], [4.07616, -2.56562, -2.05664], [-0.58152, 0.21177, -3.03736], [-0.75861, 0.48887, -5.13146], [-2.79727, -3.31516, 1.19075], [0.65729, 1.93504, -1.74853], [2.37340, -1.28717, 2.65093], [-2.09673, -2.90456, 1.94018], [3.25080, -1.90354, -1.86516], [0.98686, -0.53674, 3.31573], [-1.34088, -0.29328, -1.99045], [2.95761, -0.76568, -3.78798], [-2.64410, 1.43812, 5.12697], [-1.22523, 0.13295, -4.21378], [-0.28614, 0.12660, 5.32745], [1.28649, 1.17725, -3.80991], [-3.36895, -1.12650, -2.11985], [2.03916, -1.18499, 5.75865], [0.62569, 5.02090, -0.69247], [2.63838, -2.28021, 0.25785], [-0.47431, 0.18535, 7.02459], [0.58321, 3.95544, -0.79979]], "atomic_forces_ev_per_a": [[0.398, 0.295, -0.481], [-0.433, -0.589, 0.169], [-0.355, -0.207, 0.281], [0.799, 3.405, -1.053], [-1.091, 1.352, -1.225], [1.287, 0.554, 0.357], [-0.857, 0.549, -1.204], [-1.770, -1.099, 1.969], [2.470, -1.052, -1.567], [0.595, -0.864, 1.072], [0.094, -0.194, 0.258], [-0.222, -0.126, 1.084], [-0.566, 0.167, -0.328], [1.057, -0.585, 1.631], [0.024, 0.117, -0.008], [0.193, -1.331, -1.874], [0.267, -0.064, 0.436], [-0.736, -0.253, 0.149], [-0.021, -0.183, 0.045], [1.097, -0.596, -0.827], [-0.229, -0.161, 1.011], [-0.573, -0.178, -0.269], [0.042, -0.003, 0.064], [-0.483, -0.405, 0.588], [-0.151, -0.121, 0.410], [0.519, 0.228, 0.221], [0.008, 0.679, 1.280], [0.619, -0.310, -0.098], [0.251, 0.311, -0.091], [-0.277, 0.225, -0.137], [-1.557, 0.705, 1.284], [-1.165, -0.199, -2.142], [0.098, 0.048, -0.074], [-0.335, 0.195, 0.061], [0.345, 0.191, 0.438], [0.171, -0.077, -1.858], [0.021, 0.000, 0.225], [0.380, 0.084, 0.431], [0.246, -0.123, 0.166], [0.036, 0.139, 0.127], [-0.212, 0.052, -0.127], [-0.047, 0.034, 0.122], [0.064, -0.613, -0.517]], "lowdin_spin": [0.000, 0.004, 0.004, 0.010, 0.017, 0.011, -0.003, 1.770, 0.015, 0.014, 0.007, 0.018, 0.006, 0.011, 0.002, 0.023, 0.000, 0.000, 0.001, -0.003, 0.012, 0.002, 0.000, 0.004, 0.001, 0.000, 0.017, 0.007, 0.005, 0.003, 0.010, 0.004, 0.001, -0.002, 0.011, 0.010, 0.000, 0.000, -0.001, 0.000, 0.001, 0.003, 0.005]}



Entry 4:
{"formula": "C16H14BCl5N6Zn", "method": "ωB97M-V/def2-TZVPD", "e_above_lowest_kcal_mol": 0.00, "energy_ha": -5051.88824, "orbital_gap_ha": 0.34193, "elements": ["C", "C", "N", "H", "C", "N", "H", "H", "H", "Cl", "C", "H", "C", "H", "H", "C", "Cl", "H", "C", "C", "C", "H", "B", "N", "C", "C", "H", "C", "H", "Zn", "N", "H", "Cl", "N", "Cl", "C", "Cl", "H", "N", "H", "C", "C", "C"], "positions_angstrom": [[-0.29165, 0.09773, 5.24458], [-1.14143, 1.10267, 3.17974], [-1.73965, -0.35388, -2.13179], [1.96671, 4.69682, -0.29781], [-2.69704, 0.20762, -2.89560], [-0.33852, -2.42917, -1.40912], [2.80840, 1.40362, -1.16768], [3.24407, 1.10640, -3.84281], [0.54680, -5.21782, 0.03200], [2.19908, -0.81676, 2.19607], [-1.22559, 0.93739, 4.58639], [1.37201, 3.03137, -0.03469], [0.26862, -4.21522, -0.23359], [-2.84878, 1.88721, -0.07526], [3.06005, 3.44538, 0.36379], [1.44956, -0.18853, -3.70579], [-2.19992, 2.21228, 2.38814], [-0.08812, -4.22713, -2.46553], [0.16288, -3.11140, 0.62414], [0.84191, -0.23326, 3.10339], [-0.04892, -3.74048, -1.50136], [0.37828, -3.06525, 1.68539], [-0.61915, -1.36977, -2.52498], [-0.21108, -2.03043, -0.08940], [-3.31837, 1.21662, -2.16139], [2.22725, 0.81869, -1.87255], [-2.84982, -0.14789, -3.90543], [-2.67022, 1.23193, -0.91784], [1.72160, 4.07909, 1.35819], [-0.44051, -0.11942, 0.56016], [-1.70641, 0.28805, -0.90155], [-4.11897, 1.85541, -2.48663], [2.01598, -1.32594, 5.29464], [0.67556, -0.50146, -2.64629], [-0.50428, -0.30426, 6.89178], [2.46038, 0.66270, -3.25792], [-2.46785, 1.70032, 5.46988], [-0.87044, -1.89921, -3.55959], [1.13558, 0.12336, -1.50399], [1.22744, -0.58571, -4.68836], [-0.21175, 0.37961, 2.44318], [0.80504, -0.41902, 4.50924], [2.04127, 3.81772, 0.34623]], "atomic_forces_ev_per_a": [[0.150, 0.268, -1.340], [0.406, -0.795, 1.435], [-0.221, 0.437, 1.313], [0.058, -0.135, 0.077], [0.285, 0.053, 0.744], [-0.268, 0.460, 1.340], [-0.281, -0.194, -0.036], [0.076, 0.003, -0.053], [0.021, -0.073, -0.007], [-0.090, -0.076, 0.022], [0.746, -0.404, -0.702], [0.232, 0.276, 0.087], [-0.013, 0.156, -0.114], [0.135, -0.294, -0.147], [0.113, 0.015, 0.015], [0.260, 0.370, 0.704], [-0.188, -0.080, 0.046], [0.013, -0.016, 0.160], [-0.238, 0.157, -1.307], [-0.558, -0.152, 1.530], [-0.087, 0.491, 0.390], [-0.193, 0.159, -0.219], [0.751, 0.560, 0.288], [0.245, -1.246, -0.148], [0.268, -0.250, -0.020], [-0.748, -0.629, -0.691], [-0.050, 0.072, 0.158], [0.330, -0.710, -1.027], [0.114, -0.011, -0.126], [0.666, -0.052, -1.085], [-1.289, 0.480, -1.057], [-0.038, 0.007, -0.014], [0.230, -0.138, 0.218], [0.317, 0.408, 0.880], [0.099, 0.095, 0.141], [-0.452, -0.333, 0.198], [-0.210, 0.138, 0.240], [-0.097, -0.099, -0.156], [0.463, 0.116, -0.685], [0.069, 0.075, 0.179], [0.332, 0.537, -0.674], [-0.804, 0.502, -0.542], [-0.556, -0.149, -0.016]], "nbo_charge": [-0.086, -0.063, -0.304, 0.215, 0.019, -0.308, 0.215, 0.227, 0.234, 0.032, -0.101, 0.214, -0.355, 0.230, 0.209, -0.015, 0.025, 0.228, -0.008, -0.069, 0.014, 0.227, 0.554, -0.481, -0.355, -0.037, 0.230, -0.006, 0.215, 1.588, -0.495, 0.235, 0.066, -0.335, 0.071, -0.364, 0.066, -0.034, -0.372, 0.220, -0.590, -0.103, -0.853]}